1.
Computed, not measured: a 2-piece molecular cluster, H7PSi2 overall, with the ωB97M-V functional and the def2-TZVPD basis.

- Gap between HOMO and LUMO: 0.2986 hartree
- F_max: 2.47 eV/A
- LUMO energy: -0.56 eV
- Electronic energy: -25154.073 eV
- Relative energy (zero: lowest compared OMol25 entry of this formula, charge and spin): 128.1 kJ/mol
- SMILES string: [SiH2]=P.[SiH4]

ORCA input file:
```
! wB97M-V def2-TZVPD RIJCOSX def2/J DEFGRID3
* xyz 0 1
Si 3.956 -0.301 -0.480
P 2.443 0.892 0.332
H 3.931 -1.181 -1.585
H 5.297 -0.134 -0.170
H 1.412 0.131 -0.111
Si -2.858 0.351 0.497
H -3.126 -0.484 -0.600
H -1.373 0.437 0.914
H -3.989 -0.095 1.370
H -3.186 1.762 0.335
*
```

2.
Computed, not measured: a 40-piece molecular cluster, H80O40 overall, with the ωB97M-V functional and the def2-TZVPD basis.

- Gap between HOMO and LUMO (alpha / beta): 0.0679 / 0.3583 hartree
- F_max: 4.10 eV/A
- LUMO energy (alpha / beta): 1.54 / 1.53 eV
- Electronic energy: -83196.787 eV
- Relative energy (zero: lowest compared OMol25 entry of this formula, charge and spin): 333.5 kJ/mol

ORCA input file:
```
! wB97M-V def2-TZVPD RIJCOSX def2/J DEFGRID3
* xyz -1 2
H 1.707 4.579 3.358
H 2.538 3.339 3.516
O 2.044 3.949 4.078
H -1.789 -3.878 3.071
H -0.634 -4.738 3.906
O -1.012 -3.890 3.643
H 0.435 3.194 4.700
H -0.112 2.132 5.779
O -0.043 3.049 5.535
H 3.793 0.573 2.175
H 4.813 0.940 3.203
O 4.755 0.708 2.273
H 0.044 3.510 -3.918
H 1.343 2.880 -3.915
O 0.446 2.690 -4.205
H -1.699 -0.210 -0.233
O -2.479 -0.322 0.358
H -4.915 0.263 -1.809
O -4.769 -0.369 -1.075
H 4.449 0.499 -3.554
H 5.812 0.483 -4.421
O 5.286 0.034 -3.740
H 0.454 4.454 -2.133
H 1.794 4.368 -1.302
O 1.297 4.008 -2.049
H 1.970 5.348 1.252
H 2.961 4.838 0.310
O 2.033 4.695 0.538
H -0.683 -3.363 0.528
H -1.497 -4.581 -0.072
O -1.163 -3.684 -0.264
H -4.383 2.143 -3.538
O -4.287 1.291 -3.055
H -0.074 0.282 4.527
H 1.227 0.636 4.927
O 0.608 -0.085 5.114
H -0.196 1.727 1.735
H 0.429 2.372 2.983
O 0.390 1.539 2.504
H 0.858 4.523 1.558
H -0.147 5.163 2.363
O 0.830 5.250 2.191
H 0.435 1.579 -0.507
H 0.930 2.962 -0.352
O 0.196 2.433 -0.001
H 0.035 0.080 -2.223
H -1.161 0.929 -1.754
O -0.286 0.625 -1.486
H 2.035 -0.839 -2.192
H 1.106 -1.953 -2.671
O 1.409 -1.066 -2.895
H -3.964 -4.902 1.678
O -4.027 -4.445 0.838
H -3.338 4.101 -2.481
H -2.776 4.344 -1.135
O -2.776 4.729 -2.017
H -2.152 4.050 1.931
O -1.265 4.034 1.575
H -5.966 0.118 0.995
H -6.272 1.438 1.465
O -5.543 1.002 0.976
H -3.225 -2.374 -4.807
H -3.716 -0.937 -4.264
O -3.201 -1.728 -4.106
H 4.305 -1.291 -5.081
H 3.939 -2.607 -5.303
O 4.265 -1.877 -5.852
H 1.190 -2.124 5.517
H 0.426 -2.497 4.142
O 1.061 -2.771 4.825
H 2.917 1.605 -2.600
H 2.981 1.449 -0.990
O 2.694 2.007 -1.726
H 1.613 -6.279 0.494
H 2.185 -5.560 -0.742
O 2.318 -5.663 0.216
H 2.484 1.220 -4.929
H 2.180 0.088 -4.042
O 2.839 0.832 -4.117
H 0.168 0.876 -5.816
H 0.016 -0.444 -6.185
O 0.456 0.021 -5.461
H 1.694 -3.910 0.869
H 1.348 -2.507 1.719
O 1.614 -2.931 0.889
H 2.238 -2.477 -5.296
H 1.013 -2.150 -4.664
O 1.289 -2.541 -5.500
H -2.946 1.499 -0.318
O -2.927 2.210 -0.991
H -1.138 -4.178 -4.968
H -1.530 -3.560 -3.475
O -1.577 -3.510 -4.443
H -3.199 -4.017 0.600
H -2.807 -1.172 0.038
H -1.105 3.749 0.668
H -4.170 -0.965 -1.570
H -3.561 1.813 -2.597
H -1.993 2.469 -0.928
O 2.572 -4.332 3.060
H 2.151 -4.889 3.722
H 2.708 -3.481 3.501
O -3.541 0.529 5.065
H -4.420 0.760 4.745
H -3.115 1.398 5.000
O 0.029 -1.073 2.190
H -0.313 -0.648 1.387
H 0.373 -0.359 2.754
O -3.027 -2.149 4.300
H -2.607 -2.420 3.484
H -3.022 -1.212 4.540
O -3.186 1.749 2.331
H -3.899 1.630 1.679
H -2.503 1.097 2.140
O 2.717 -0.500 1.159
H 3.657 -0.771 1.162
H 2.203 -1.327 1.330
O 4.578 -4.353 -0.143
H 4.305 -5.137 0.344
H 5.149 -3.838 0.456
*
```